Record 1
{
  "formula": "C4H10S2",
  "method": "ωB97M-V with the def2-TZVPD basis set",
  "smiles": "CCCSSC",
  "lumo_energy_ev": -0.2,
  "de_lowest_kcal_mol": 25.7,
  "molar_mass_g_mol": 122.3,
  "gap_ev": 8.830,
  "e_tot_ev": -25979.87182,
  "spin_multiplicity": 1,
  "symbols": ["S", "S", "C", "C", "C", "C", "H", "H", "H", "H", "H", "H", "H", "H", "H", "H"],
  "xyz": [[0.27058, -1.43351, -1.17524], [-1.22632, 0.33752, -1.33658], [0.50363, 1.09840, 0.91115], [-0.81252, -2.66897, -0.45689], [1.53167, 1.58430, -0.20054], [-0.91180, 0.91439, 0.34784], [0.55263, 1.84522, 1.70264], [1.18600, 1.05603, -1.09102], [1.47505, 2.66108, -0.35176], [-0.37440, -2.89411, 0.51106], [-1.59855, 1.76028, 0.49141], [-0.83068, -3.52208, -1.13789], [-1.82797, -2.28694, -0.38825], [0.88705, 0.11145, 1.16465], [2.55163, 1.26276, -0.00738], [-1.37601, 0.17417, 1.01680]],
  "forces_ev_per_angstrom": [[-1.71, 2.25, -0.83], [2.28, -1.91, 0.40], [1.62, 0.72, -2.30], [0.11, -0.18, -0.27], [-1.33, -0.62, 0.47], [-1.15, -0.32, 1.45], [-0.35, -0.49, 0.38], [0.47, 0.46, -0.26], [0.08, -0.03, -0.12], [-0.41, -0.40, 0.10], [0.48, 0.28, -0.29], [0.05, -0.11, 0.34], [0.08, 0.04, 0.23], [-0.23, 0.16, 0.66], [0.03, 0.15, 0.25], [-0.02, -0.01, -0.23]],
  "mulliken_charge": [-0.10, -0.13, -0.47, -0.74, -0.94, -0.63, 0.37, 0.21, 0.32, 0.25, 0.42, 0.31, 0.29, 0.25, 0.29, 0.30]
}

=====

Record 2
{
  "formula": "C11H15N",
  "method": "ωB97M-V with the def2-TZVPD basis set",
  "smiles": "Cc1c[nH]c2ccccc12.CC",
  "lumo_energy_ev": 1.0,
  "de_lowest_kcal_mol": 20.9,
  "molar_mass_g_mol": 161.2,
  "gap_ev": 8.926,
  "e_tot_ev": -13139.88337,
  "spin_multiplicity": 1,
  "symbols": ["N", "C", "C", "C", "C", "C", "C", "C", "C", "C", "C", "C", "H", "H", "H", "H", "H", "H", "H", "H", "H", "H", "H", "H", "H", "H", "H"],
  "xyz": [[-0.65596, 1.75580, -1.43886], [-0.25054, 0.43749, -1.74483], [0.54730, -0.02608, -2.80579], [0.26843, -2.22831, -1.73594], [1.73886, 0.78885, 1.25716], [-1.39441, 0.48808, 0.26934], [0.85223, -1.37779, -2.71708], [-1.30746, 1.75528, -0.19581], [-2.10353, -0.08224, 1.41707], [-0.55371, -1.73047, -0.76459], [-0.73854, -0.35597, -0.72617], [1.14287, 0.14908, 2.53240], [-0.17224, 2.49729, -1.91912], [1.75707, 1.87059, 1.17925], [-3.14456, 0.26661, 1.46572], [1.01143, 0.63551, -3.51390], [-2.18427, -1.16726, 1.36491], [1.83950, 0.00501, 3.36787], [0.37251, 0.78145, 2.97993], [0.49321, -3.28597, -1.81397], [1.72533, -1.73790, -3.25511], [1.33169, 0.26429, 0.40497], [-1.65151, 0.08253, 2.40718], [-1.50989, 2.75945, 0.13341], [-0.81519, -2.34353, 0.09057], [0.60565, -0.78463, 2.36921], [2.79574, 0.58286, 1.39222]],
  "forces_ev_per_angstrom": [[0.76, -1.67, -0.58], [-0.48, 1.95, -0.44], [-0.20, -0.78, 1.40], [0.48, 0.03, -1.19], [1.00, -1.06, 1.37], [0.26, -0.42, -1.02], [0.33, 0.21, 0.31], [1.14, 0.71, -1.35], [-1.01, -0.25, 1.43], [0.69, -0.23, 0.66], [-0.89, 0.11, 0.79], [-0.94, 1.00, 0.74], [-0.40, 0.39, 0.49], [-0.85, 0.13, 0.06], [0.25, 0.06, 0.07], [0.09, 0.11, -0.19], [0.09, -0.06, -0.32], [0.20, -0.08, -0.48], [-0.08, 0.19, -0.09], [0.09, 0.06, 0.30], [-0.53, -0.26, -0.48], [0.22, 0.39, -0.41], [-0.04, 0.31, -0.39], [-0.56, -0.22, 0.69], [-0.42, -0.12, -0.25], [0.37, -0.18, -0.33], [0.42, -0.33, -0.79]],
  "mulliken_charge": [-0.08, 0.16, -0.91, -0.72, -0.54, 1.08, -0.42, -0.89, -1.39, -0.37, 0.69, -0.94, 0.22, 0.28, 0.36, 0.37, 0.32, 0.40, 0.19, 0.38, 0.34, -0.03, 0.23, 0.41, 0.25, 0.26, 0.36]
}

=====

Record 3
{
  "formula": "C18H37BrFO4P",
  "method": "ωB97M-V with the def2-TZVPD basis set",
  "smiles": "CC[C@@H](Br)[C@H]1C(=O)OC[C@]1([C@H](C)F)P(C)CC.CC(C)O.CC(C)O",
  "lumo_energy_ev": 0.5,
  "de_lowest_kcal_mol": 0.0,
  "molar_mass_g_mol": 447.4,
  "gap_ev": 9.586,
  "e_tot_ev": -109505.00798,
  "spin_multiplicity": 1,
  "symbols": ["Br", "P", "F", "O", "O", "O", "O", "C", "C", "C", "C", "C", "C", "C", "C", "C", "C", "C", "C", "C", "C", "C", "C", "C", "C", "H", "H", "H", "H", "H", "H", "H", "H", "H", "H", "H", "H", "H", "H", "H", "H", "H", "H", "H", "H", "H", "H", "H", "H", "H", "H", "H", "H", "H", "H", "H", "H", "H", "H", "H", "H", "H"],
  "xyz": [[1.50615, -0.02094, 2.37931], [0.15809, 4.61541, 1.18470], [-0.18121, 2.27008, 3.28992], [0.59271, -0.05460, -0.94792], [0.16520, -3.49159, 1.13989], [-1.21019, 1.21114, -0.59138], [0.08294, -7.41370, -2.85536], [-0.98005, 5.55208, 0.06329], [-0.52866, 5.18571, 2.79439], [0.10165, 0.90424, -0.45924], [0.23222, -3.32921, -1.27983], [-0.44035, -6.92579, -5.17524], [1.90937, -4.72058, -0.01128], [0.48293, -4.19469, -0.05689], [-0.38767, 2.80054, 0.96447], [-2.42621, 2.60757, 2.57466], [-0.79949, 7.06007, 0.31621], [-0.98194, -7.21168, -3.78396], [2.97428, 2.40806, 1.72307], [2.67748, 2.98846, 3.11251], [0.79749, 1.97972, 0.36818], [-1.91710, -6.11699, -3.29942], [1.99539, 1.39935, 1.11488], [-1.33663, 2.60291, -0.23234], [-1.03083, 2.11896, 2.18616], [-0.20896, -5.04059, -0.06431], [-1.51355, -8.16564, -3.79385], [-0.79878, -2.97590, -1.29566], [2.05926, -5.34465, 0.86940], [-2.29371, -6.34958, -2.30335], [-2.38717, 2.82313, -0.07035], [-3.15674, 1.80161, 2.49918], [-1.06014, 1.04302, 1.99569], [0.75925, -2.73544, 1.21213], [2.61527, -3.88608, 0.03505], [-0.96853, 7.62907, -0.59991], [1.93031, 2.40554, 3.64943], [-0.19271, 4.53372, 3.59664], [-2.02852, 5.27094, 0.20167], [0.12873, -5.99133, -5.17256], [0.88053, -2.45008, -1.27328], [-0.99161, 3.19459, -1.08553], [1.26844, 2.64478, -0.37523], [-0.70123, 5.32165, -0.96772], [-1.24938, -6.82493, -5.90017], [3.02833, 3.23112, 1.00048], [-1.61845, 5.25144, 2.81167], [-2.76574, -5.98779, -3.97260], [2.14405, -5.31172, -0.89864], [0.58685, -6.59295, -2.80014], [-1.37974, -5.16592, -3.24385], [-2.77033, 3.44983, 1.97314], [2.52914, 0.82648, 0.35771], [0.22249, -7.72743, -5.50017], [-0.12360, 6.18554, 2.96776], [0.21364, 7.29195, 0.65959], [2.32268, 4.01920, 3.03916], [-2.39865, 2.93811, 3.61400], [0.42406, -3.88835, -2.19882], [3.95710, 1.93125, 1.72319], [-1.50081, 7.42127, 1.06965], [3.58264, 2.99965, 3.72181]],
  "forces_ev_per_angstrom": [[0.16, -0.20, -0.03], [-0.03, -0.08, 0.00], [-0.22, 0.14, -0.03], [0.38, -0.80, -0.35], [-0.02, -0.01, 0.07], [0.04, 0.33, -0.18], [0.02, 0.03, -0.01], [0.07, 0.11, -0.01], [-0.07, 0.00, 0.01], [-0.32, 0.51, 0.41], [0.02, 0.03, -0.01], [0.04, -0.01, 0.01], [0.00, 0.02, 0.04], [0.00, -0.06, -0.04], [-0.16, -0.03, 0.03], [0.05, 0.06, 0.07], [-0.02, -0.04, -0.10], [-0.02, 0.01, -0.02], [0.02, 0.05, -0.02], [0.02, -0.01, 0.05], [-0.02, 0.14, 0.09], [0.02, 0.02, 0.07], [0.01, 0.07, 0.02], [0.08, 0.06, -0.06], [-0.02, -0.05, -0.14], [0.01, -0.01, -0.01], [0.00, 0.00, 0.00], [-0.01, -0.01, 0.00], [-0.01, 0.00, 0.00], [0.00, -0.01, -0.01], [0.02, -0.12, 0.16], [0.02, 0.07, -0.06], [-0.01, 0.06, 0.05], [-0.01, 0.10, -0.03], [0.00, 0.00, -0.02], [-0.05, -0.02, 0.08], [0.18, 0.07, -0.06], [0.02, 0.06, 0.01], [0.05, -0.01, -0.04], [-0.02, 0.01, -0.01], [-0.01, -0.06, 0.00], [-0.10, -0.02, 0.04], [-0.06, -0.05, 0.02], [-0.04, 0.03, 0.06], [-0.01, 0.00, 0.00], [0.10, -0.08, 0.02], [0.06, -0.03, 0.00], [0.01, -0.01, -0.02], [0.00, 0.00, 0.00], [-0.02, -0.03, 0.02], [-0.04, 0.02, -0.02], [0.03, -0.04, 0.01], [-0.04, 0.06, -0.01], [0.00, 0.00, 0.01], [-0.01, -0.08, 0.00], [-0.05, -0.01, -0.05], [-0.05, -0.10, 0.02], [-0.02, -0.06, -0.06], [0.01, 0.00, -0.01], [-0.09, -0.02, 0.06], [0.09, -0.02, 0.00], [-0.02, 0.03, -0.07]],
  "mulliken_charge": [-0.15, -0.12, -0.37, -0.55, -0.55, -0.39, -0.54, -0.29, -1.34, 0.28, -0.93, -1.24, -1.23, 0.40, 1.96, -1.75, -1.31, 0.36, -0.79, -0.84, -1.08, -1.05, -0.47, -1.02, -0.13, 0.27, 0.31, 0.29, 0.35, 0.29, 0.37, 0.34, 0.66, 0.28, 0.30, 0.39, 0.18, 0.42, 0.31, 0.30, 0.27, 0.48, 0.58, 0.38, 0.37, 0.31, 0.37, 0.40, 0.31, 0.31, 0.17, 0.32, 0.70, 0.32, 0.44, 0.35, 0.18, 0.42, 0.22, 0.48, 0.31, 0.37]
}

=====

Record 4
{
  "formula": "C25H27MoN6O3",
  "method": "ωB97M-V with the def2-TZVPD basis set",
  "lumo_energy_ev": -11.6,
  "de_lowest_kcal_mol": 6.1,
  "molar_mass_g_mol": 555.5,
  "gap_ev": 5.432,
  "e_tot_ev": -43276.61469,
  "spin_multiplicity": 1,
  "charge": 3,
  "symbols": ["Mo", "O", "O", "O", "N", "N", "N", "N", "N", "N", "C", "C", "C", "C", "C", "C", "C", "C", "C", "C", "C", "C", "C", "C", "C", "C", "C", "C", "C", "C", "C", "C", "C", "C", "C", "H", "H", "H", "H", "H", "H", "H", "H", "H", "H", "H", "H", "H", "H", "H", "H", "H", "H", "H", "H", "H", "H", "H", "H", "H", "H", "H"],
  "xyz": [[0.27017, -0.21161, -0.61984], [-0.60124, -1.53384, -1.98586], [1.62146, -0.28395, -1.56392], [1.56637, -0.20236, 0.92473], [-0.33570, 1.26550, -2.15632], [3.59299, -0.20320, 1.88923], [-0.88846, -0.22256, 2.47776], [-0.54100, 1.19426, 0.49612], [-0.45550, -1.76904, 0.67934], [-0.82111, 3.19103, -0.80017], [5.07397, -0.21557, 1.74889], [-2.22584, -2.92141, -3.01219], [0.11365, -2.44247, -2.96360], [-0.72341, -2.50159, 2.95477], [2.97629, -0.16753, 3.22697], [-0.66503, -1.47684, 2.00281], [-0.52271, 2.60359, -1.99326], [-0.09711, 1.66305, -4.53120], [-0.98521, -2.86964, -3.90333], [2.86001, -0.21696, 0.83279], [-0.24588, 3.04220, -4.35157], [-1.65101, 4.44143, 1.87854], [-0.46890, 3.49061, -3.07874], [-0.32217, -3.08474, 0.34292], [-1.27740, 2.13911, 2.52022], [-2.01898, 4.68849, 3.19809], [-0.86491, 0.90093, 1.89075], [-2.08513, -1.68567, -2.15471], [-0.38072, -4.11336, 1.23910], [-1.28055, 3.14549, 1.57087], [-2.02190, 3.67171, 4.15721], [-1.65390, 2.37077, 3.83324], [-0.57744, -3.81824, 2.59238], [-0.13670, 0.84151, -3.44265], [-0.86681, 2.57307, 0.30289], [-0.62970, -4.60658, 3.33180], [-0.75092, -3.83439, -4.35093], [5.38898, -1.12299, 1.23975], [5.50505, -0.19757, 2.74336], [-2.51104, -1.75660, -1.15583], [0.05857, 1.22914, -5.50888], [2.36680, 0.72901, 3.32594], [-2.42166, -0.77396, -2.64829], [-0.91252, -2.19945, 3.97513], [-1.65764, 5.22426, 1.13319], [-2.31346, 5.68776, 3.48937], [2.35664, -1.05135, 3.36913], [-2.32090, 3.90410, 5.17040], [-0.63247, 4.53309, -2.84547], [-1.66699, 1.57952, 4.56955], [-2.23624, -3.82365, -2.39923], [0.53537, -3.25993, -2.38252], [0.92668, -1.86338, -3.39295], [3.76739, -0.15471, 3.96758], [5.39940, 0.66616, 1.20251], [-3.15107, -2.89287, -3.58472], [-0.01094, -0.21124, -3.59044], [-0.28027, -5.12991, 0.88630], [-0.20062, 3.72602, -5.18842], [3.32497, -0.23675, -0.15238], [-0.17903, -3.30042, -0.69736], [-1.11453, -2.14542, -4.70887]],
  "forces_ev_per_angstrom": [[-0.07, -0.22, -0.07], [-0.16, 0.18, 0.33], [0.34, 0.03, -0.35], [-0.15, 0.10, 0.04], [0.35, -0.21, -0.10], [0.10, -0.01, -0.14], [0.05, 0.02, 0.11], [-0.82, 0.04, 0.05], [0.11, -0.04, 0.10], [0.09, 0.14, 0.03], [-0.05, 0.00, 0.03], [-0.07, 0.00, 0.03], [0.03, 0.10, 0.05], [-0.06, 0.13, 0.02], [0.00, 0.00, 0.00], [-0.06, -0.08, -0.02], [-0.14, 0.07, 0.06], [-0.03, 0.02, 0.01], [0.05, -0.04, -0.08], [0.02, 0.04, 0.13], [0.00, -0.08, 0.02], [-0.06, 0.01, 0.07], [-0.06, 0.07, 0.05], [-0.05, -0.03, -0.02], [0.07, 0.00, 0.20], [0.01, -0.03, -0.03], [0.16, -0.14, -0.26], [-0.01, 0.06, 0.05], [-0.02, 0.02, 0.11], [0.05, 0.20, -0.05], [0.01, -0.02, -0.03], [-0.05, 0.08, 0.02], [0.02, -0.01, -0.15], [-0.02, 0.04, -0.02], [0.20, -0.38, -0.12], [0.00, 0.00, 0.01], [-0.02, 0.01, -0.01], [0.01, 0.01, 0.00], [0.03, 0.00, -0.02], [0.00, -0.03, 0.00], [0.01, 0.02, -0.01], [0.00, -0.01, 0.00], [-0.01, -0.02, -0.01], [0.00, -0.03, 0.00], [0.01, -0.01, -0.01], [0.00, 0.00, 0.00], [0.00, 0.01, 0.00], [0.00, 0.00, 0.00], [0.00, 0.00, -0.03], [0.01, -0.01, -0.01], [0.01, 0.01, 0.00], [-0.02, -0.03, -0.08], [0.00, -0.01, -0.03], [-0.02, 0.00, 0.02], [0.01, -0.01, 0.00], [0.01, -0.01, 0.00], [0.06, 0.03, 0.01], [0.00, 0.00, 0.01], [0.00, 0.01, 0.00], [0.11, 0.01, 0.07], [0.00, 0.00, 0.00], [0.01, 0.00, 0.01]],
  "mulliken_charge": [0.66, 0.49, -0.53, -0.85, 0.51, 0.14, -0.29, 0.77, 1.06, -0.41, -0.74, -0.62, -0.76, -0.53, -0.67, 0.10, 0.29, -1.18, -0.60, -0.24, -0.60, -0.25, -0.44, -0.28, 0.72, -0.68, -0.54, -0.53, -1.04, -0.05, -0.73, -0.29, -0.58, -0.36, 0.20, 0.48, 0.46, 0.35, 0.29, 0.25, 0.52, 0.28, 0.41, 0.62, 0.57, 0.45, 0.26, 0.46, 0.58, 0.58, 0.31, 0.51, 0.47, 0.34, 0.35, 0.46, 0.54, 0.52, 0.48, 0.68, 0.33, 0.27]
}